{"formula": "C43H19BF19GeHfN7O4S", "method": "ωB97M-V/def2-TZVPD", "symbols": ["Hf", "O", "C", "O", "C", "C", "C", "N", "C", "C", "C", "C", "C", "C", "C", "N", "C", "C", "C", "C", "C", "N", "H", "H", "H", "H", "H", "H", "H", "H", "H", "H", "O", "N", "N", "O", "C", "C", "C", "C", "C", "C", "H", "H", "H", "H", "H", "F", "B", "F", "F", "F", "F", "C", "C", "C", "F", "C", "F", "C", "F", "C", "F", "Ge", "S", "C", "C", "F", "C", "F", "C", "F", "C", "F", "C", "F", "C", "C", "F", "C", "F", "C", "F", "C", "F", "C", "F", "N", "C", "C", "C", "N", "H", "H", "H", "H"], "xyz": [[-1.90, 0.31, 0.43], [-1.39, 2.95, -6.43], [-2.05, 2.46, -5.53], [-3.26, 2.13, -5.41], [-1.45, 2.09, -4.17], [-1.10, 0.77, -3.89], [-1.14, 0.32, -2.59], [-1.45, 1.15, -1.58], [-1.58, 2.46, -1.82], [-1.56, 2.98, -3.10], [-2.08, 3.26, -0.68], [-1.89, 4.62, -0.58], [-2.54, 5.29, 0.45], [-3.35, 4.58, 1.32], [-3.42, 3.21, 1.18], [-2.79, 2.55, 0.21], [-1.12, -1.13, -2.27], [-0.83, -2.10, -3.21], [-1.00, -3.43, -2.88], [-1.47, -3.77, -1.62], [-1.72, -2.75, -0.72], [-1.56, -1.46, -1.04], [-0.97, 0.08, -4.71], [-1.81, 4.02, -3.28], [-1.26, 5.14, -1.29], [-2.42, 6.36, 0.56], [-3.89, 5.07, 2.11], [-3.99, 2.61, 1.88], [-0.46, -1.82, -4.18], [-0.76, -4.20, -3.60], [-1.61, -4.80, -1.33], [-2.06, -2.96, 0.28], [-0.82, -0.72, 1.94], [-0.23, -0.09, 2.90], [-0.31, 1.16, 2.78], [-0.97, 1.69, 1.77], [0.24, 2.03, 3.77], [0.52, 3.33, 3.40], [1.08, 4.18, 4.36], [1.33, 3.72, 5.64], [1.04, 2.41, 5.98], [0.49, 1.54, 5.04], [0.33, 3.67, 2.40], [1.31, 5.20, 4.09], [1.77, 4.38, 6.37], [1.24, 2.04, 6.98], [0.25, 0.52, 5.30], [-5.05, -0.90, 2.66], [-3.70, -0.79, 2.60], [-3.34, 0.59, 2.18], [-3.01, -1.14, 3.70], [-3.20, -1.46, 1.39], [1.37, -4.02, -0.92], [1.34, -3.80, 0.40], [1.82, -2.61, 0.93], [1.76, -2.49, 2.30], [2.26, -1.39, 2.88], [1.23, -3.46, 3.13], [1.19, -3.29, 4.45], [0.74, -4.62, 2.56], [0.21, -5.57, 3.33], [0.80, -4.79, 1.19], [0.32, -5.92, 0.64], [2.45, -1.07, -0.14], [0.97, 0.48, -0.25], [4.15, -0.39, 0.62], [4.60, 0.86, 0.24], [3.93, 1.56, -0.69], [5.75, 1.43, 0.75], [6.14, 2.65, 0.36], [6.50, 0.73, 1.68], [7.61, 1.26, 2.18], [6.10, -0.54, 2.07], [6.83, -1.23, 2.94], [4.94, -1.07, 1.53], [4.62, -2.31, 1.93], [3.02, -1.78, -1.91], [4.02, -2.75, -1.93], [4.53, -3.17, -0.76], [4.49, -3.33, -3.08], [5.45, -4.26, -3.04], [3.96, -2.95, -4.30], [4.39, -3.50, -5.42], [2.96, -1.99, -4.33], [2.43, -1.62, -5.49], [2.52, -1.42, -3.14], [1.55, -0.50, -3.26], [-4.17, 0.56, -2.10], [-5.36, 0.20, -2.61], [-6.01, -0.52, -1.64], [-5.14, -0.54, -0.55], [-4.02, 0.12, -0.82], [-3.50, 1.15, -2.56], [-5.61, 0.49, -3.62], [-6.99, -0.97, -1.71], [-5.27, -1.00, 0.41]], "mulliken_charge": [1.609, -0.687, -0.020, -0.660, -0.719, -0.217, 0.365, 1.528, 0.093, -0.767, 0.561, -0.950, -0.681, -1.014, -0.314, 0.271, 0.739, -0.591, -1.080, -0.992, -0.855, 0.657, 0.589, 0.513, 0.573, 0.478, 0.462, 0.578, 0.519, 0.509, 0.480, 0.617, -0.348, -0.619, 0.754, -0.201, 0.145, -0.262, -0.759, -0.493, -0.682, -0.365, 0.482, 0.401, 0.408, 0.404, 0.494, -0.347, 0.210, -0.254, -0.288, -0.249, -0.428, 0.514, 0.245, -0.453, -0.576, 0.431, -0.358, 0.676, -0.326, 0.282, -0.374, 1.425, -0.443, 0.218, 0.396, -0.284, -0.062, -0.299, 0.720, -0.305, 0.107, -0.298, -0.004, -0.373, -0.331, 0.674, -0.373, 0.118, -0.302, 0.740, -0.310, 0.096, -0.339, -0.233, -0.228, -0.068, -0.235, -1.279, -0.262, 0.291, -0.003, 0.586, 0.442, 0.557], "homo_ev": -8.56, "orbital_gap_ev": 7.02}



{"formula": "C43H27Br3N8O4Ti", "method": "ωB97M-V/def2-TZVPD", "symbols": ["Ti", "O", "C", "N", "C", "C", "C", "C", "C", "C", "N", "C", "O", "C", "C", "C", "C", "C", "N", "C", "C", "C", "C", "C", "N", "H", "H", "H", "H", "H", "H", "H", "H", "H", "H", "H", "H", "Br", "C", "C", "C", "C", "C", "C", "N", "N", "C", "C", "C", "C", "O", "C", "N", "C", "C", "C", "C", "H", "H", "H", "H", "H", "H", "H", "H", "H", "C", "C", "C", "C", "C", "C", "Br", "C", "C", "Br", "C", "O", "C", "N", "H", "H", "H", "H", "H", "H"], "xyz": [[1.10, -0.29, 1.41], [2.35, -3.86, 3.19], [1.55, -2.99, 2.84], [1.66, -1.65, 2.92], [2.59, -1.08, 3.85], [3.07, -1.75, 4.98], [3.91, -1.13, 5.89], [4.30, 0.18, 5.68], [3.82, 0.87, 4.57], [2.95, 0.27, 3.65], [2.49, 0.89, 2.44], [2.66, 2.22, 2.27], [2.71, 3.11, 3.12], [2.83, 2.71, 0.84], [2.41, 3.99, 0.52], [2.58, 4.45, -0.77], [3.20, 3.62, -1.70], [3.63, 2.38, -1.27], [3.45, 1.92, -0.03], [0.27, -3.50, 2.20], [0.34, -4.63, 1.39], [-0.83, -5.11, 0.82], [-2.02, -4.45, 1.09], [-1.99, -3.36, 1.94], [-0.87, -2.89, 2.49], [2.79, -2.78, 5.13], [4.26, -1.68, 6.76], [4.96, 0.68, 6.37], [4.09, 1.90, 4.43], [1.95, 4.59, 1.30], [2.23, 5.44, -1.06], [3.34, 3.93, -2.73], [4.12, 1.70, -1.97], [1.30, -5.10, 1.22], [-0.81, -5.96, 0.15], [-2.96, -4.77, 0.64], [-2.91, -2.82, 2.18], [-2.67, 3.12, -5.67], [-3.50, 1.91, -4.46], [-3.71, 2.29, -3.14], [-4.30, 1.42, -2.24], [-4.72, 0.12, -2.64], [-4.50, -0.22, -4.00], [-3.89, 0.64, -4.89], [-5.40, -0.77, -1.85], [-5.35, -0.67, -0.52], [-4.13, -0.47, 0.11], [-4.10, 0.33, 1.26], [-2.91, 0.62, 1.96], [-1.70, 0.08, 1.57], [-0.53, 0.34, 2.16], [-1.72, -0.82, 0.48], [-0.51, -1.41, 0.21], [-0.44, -2.31, -0.74], [-1.56, -2.68, -1.51], [-2.77, -2.07, -1.28], [-2.89, -1.10, -0.26], [-3.42, 3.28, -2.82], [-4.45, 1.74, -1.22], [-4.82, -1.21, -4.32], [-3.72, 0.34, -5.91], [-5.03, 0.76, 1.58], [-2.93, 1.27, 2.82], [0.53, -2.75, -0.91], [-1.45, -3.43, -2.28], [-3.64, -2.35, -1.85], [-0.59, 2.85, 0.50], [-0.01, 2.09, -0.65], [-0.29, 2.54, -1.96], [0.24, 1.91, -3.04], [1.11, 0.82, -2.83], [1.80, 0.12, -3.86], [1.58, 0.63, -5.68], [2.63, -0.92, -3.56], [2.80, -1.32, -2.23], [3.91, -2.81, -1.86], [2.17, -0.70, -1.17], [2.29, -1.07, 0.06], [1.32, 0.41, -1.50], [0.74, 1.04, -0.43], [-0.42, 3.92, 0.34], [-0.15, 2.55, 1.45], [-1.66, 2.68, 0.55], [-0.95, 3.39, -2.09], [0.01, 2.23, -4.05], [3.15, -1.44, -4.35]], "mulliken_spin": [0.939, 0.000, -0.009, 0.006, 0.019, 0.000, 0.000, 0.000, -0.003, 0.016, 0.004, -0.019, -0.001, 0.016, 0.005, -0.001, 0.001, 0.000, 0.003, 0.014, 0.001, 0.000, 0.004, 0.000, 0.002, 0.000, 0.000, 0.000, 0.000, 0.000, 0.000, 0.000, 0.000, 0.000, 0.000, 0.000, 0.000, 0.003, 0.087, -0.048, 0.128, -0.038, 0.071, -0.033, 0.250, 0.457, -0.082, 0.095, -0.042, 0.078, -0.023, -0.022, -0.002, 0.027, 0.022, -0.016, 0.033, 0.000, 0.022, 0.011, 0.000, 0.022, 0.003, -0.006, 0.003, -0.015, -0.005, 0.060, 0.003, 0.006, -0.011, 0.002, 0.000, -0.002, -0.001, 0.000, 0.006, -0.042, 0.029, -0.032, 0.003, -0.003, 0.006, -0.003, 0.002, 0.000], "charge": -2, "spin_multiplicity": 3, "homo_ev": [-1.17, -1.81], "orbital_gap_ev": [4.83, 5.46]}



ΔE to the lowest compared entry with this formula, charge and spin
In order: 68.3; 19.2
Unit: kJ/mol
E
In order: -184494.06895; -298389.99135
Unit: eV